[1]
ORCA calculation (wB97M-V/def2-TZVPD) on a 2-piece molecular cluster, C16H26N2O3 overall at a distorted geometry.

Geometry as XYZ:
```
47
Properties=species:S:1:pos:R:3:forces:R:3
N -3.6847 1.6787 3.0568 0.515 -0.427 -0.598
C -2.7049 0.7333 3.5643 0.179 0.122 0.958
O -2.0108 1.1022 4.4919 -0.213 -0.466 -0.206
C -2.5918 -0.6976 2.9733 -1.177 1.060 -0.767
C -1.8119 -0.6095 1.5932 0.507 -1.025 0.405
C -0.8099 -1.8152 1.3995 -0.916 0.092 -0.600
C -1.2393 -2.7579 0.1978 1.230 1.437 1.073
C -0.0165 -3.4054 -0.5565 -1.314 -0.143 0.556
O -0.2114 -4.4672 -1.1136 0.770 0.307 -0.155
C 1.3628 -2.7223 -0.6402 1.530 0.930 -0.940
C 2.1278 -2.2829 0.5002 0.541 0.424 -0.123
C 3.4220 -1.5981 0.4150 -1.662 -0.952 -1.867
C 3.9695 -1.3602 -0.9048 -1.730 -0.788 0.203
C 3.2228 -1.8187 -2.0597 -1.057 -0.330 0.668
C 1.9269 -2.4910 -1.9626 1.065 0.650 1.978
H -3.3623 2.0770 2.1693 -0.412 -0.504 0.088
H -3.7642 2.4686 3.6986 0.350 -0.388 0.017
H -2.1302 -1.4030 3.7056 -0.133 0.927 -0.635
H -3.6379 -1.0403 2.7454 0.943 0.146 0.325
H -2.5565 -0.6010 0.7533 0.428 0.245 0.571
H -1.2600 0.3730 1.5822 -0.576 -0.649 0.142
H -0.8681 -2.4575 2.3247 0.245 0.678 -0.723
H -1.9163 -3.5572 0.5895 0.486 0.267 -1.023
H -1.7521 -2.0995 -0.5632 0.265 -0.856 0.440
H 1.6721 -2.4493 1.5018 0.471 0.190 -0.991
H 3.9042 -1.2933 1.3627 -0.169 -0.198 -0.858
H 4.9306 -0.8330 -1.0591 -0.698 -0.450 0.182
H 3.6162 -1.6611 -3.0856 -0.132 -0.040 0.908
H 1.3532 -2.8233 -2.8559 0.686 0.309 0.723
C -1.0237 1.1209 -1.5456 -0.171 -0.291 0.002
C -0.2519 1.7830 -0.4164 -0.368 0.149 -0.550
C 0.2557 3.1849 -0.7651 0.694 -0.193 0.514
O 1.3836 3.0953 -1.6279 -0.531 0.411 -0.126
C 1.0917 3.2898 -3.0120 0.338 -0.260 -0.135
N 0.9468 0.9428 -0.1171 0.423 0.063 -0.103
H -0.3791 0.8481 -2.3841 0.046 0.098 0.028
H -1.5019 0.2042 -1.1927 0.071 0.053 0.016
H -1.8073 1.7823 -1.9179 0.066 0.017 0.059
H -0.8649 1.8092 0.4844 0.096 0.069 -0.083
H 0.6147 3.6635 0.1521 0.005 0.032 -0.043
H -0.5341 3.8209 -1.1702 -0.042 -0.187 -0.089
H 0.2198 3.9276 -3.1675 -0.003 -0.022 0.101
H 0.9351 2.3226 -3.4942 -0.126 0.079 -0.115
H 1.9581 3.7614 -3.4751 -0.018 0.004 0.093
H 0.7433 -0.0773 -0.1019 -0.250 -0.225 0.600
H 1.3826 1.2032 0.7694 -0.156 -0.305 0.082
H 1.6521 1.1298 -0.8425 -0.094 -0.063 -0.003
```
Forces are in eV/Å.

Results
**Molar mass**: 294.39 g mol⁻¹
**LUMO level**: -0.0026 Ha
**Energy relative to the best compared isomer or geometry (same formula, charge and spin)**: 178.4 kcal/mol

=====

[2]
ORCA calculation (wB97M-V/def2-TZVPD) on one molecule with the formula C16H26N2O4S2 at a distorted geometry.

Geometry as XYZ:
```
50
Properties=species:S:1:pos:R:3:forces:R:3
C 2.7561 3.8245 2.4449 0.146 0.189 0.130
H 2.2037 4.7549 2.6081 0.020 -0.049 0.010
O 2.0107 2.9102 1.6725 -0.412 -0.356 -0.051
C 0.8436 2.4114 2.1915 0.063 -0.033 -0.121
C 0.2845 2.8317 3.3904 0.230 0.137 -0.005
C -0.9289 2.3183 3.8175 -0.028 -0.054 -0.066
C -1.5983 1.3814 3.0548 -0.077 -0.028 0.048
C -1.0365 0.9381 1.8703 0.123 0.088 0.174
C 0.1830 1.4285 1.4339 -0.233 0.201 0.598
N 0.6995 0.9477 0.2099 -0.271 0.581 -0.774
S 0.1081 1.6486 -1.1701 0.018 0.446 -0.295
O 0.4519 0.7683 -2.2561 0.356 0.086 -0.066
O -1.2713 1.9588 -0.9620 0.010 0.196 0.273
C 1.0277 3.2009 -1.4073 -0.361 -0.660 0.101
H 1.7274 3.0577 -2.2196 0.105 -0.051 -0.110
H 1.5400 3.4392 -0.4844 0.050 0.059 0.143
H 0.3011 3.9631 -1.6537 -0.148 0.092 -0.059
C 2.0572 0.4474 0.1328 0.539 -0.533 0.118
H 2.6495 0.7867 0.9838 -0.128 -0.060 -0.169
H 2.5114 0.8112 -0.7921 0.168 -0.030 0.108
C 2.0828 -1.0898 0.1140 0.024 0.487 -0.112
O 2.6700 -1.7321 0.9612 0.199 -0.084 0.320
N 1.4295 -1.6233 -0.9289 -0.213 -0.181 -0.475
H 0.9701 -1.0040 -1.5878 0.096 -0.088 0.099
C 1.3933 -3.0508 -1.1429 0.063 -0.237 0.247
C 0.0919 -3.7141 -0.6869 -0.189 -0.036 -0.440
H 0.2844 -4.7600 -0.4487 0.006 0.041 0.110
H -0.3018 -3.2192 0.1969 0.049 -0.041 0.138
S -1.1989 -3.7487 -1.9821 -0.165 0.161 0.060
C -2.5152 -2.5693 -1.4054 0.405 -0.251 0.025
C -3.5606 -2.5959 -2.5158 0.238 -0.117 0.046
H -4.3833 -1.9289 -2.2667 -0.084 0.075 0.045
H -3.1208 -2.2720 -3.4556 0.000 0.063 -0.129
H -3.9507 -3.6027 -2.6481 -0.098 -0.084 -0.027
C -3.1177 -3.0696 -0.0993 0.018 0.010 -0.120
H -3.9539 -2.4329 0.1854 -0.112 0.108 0.076
H -2.3918 -3.0523 0.7114 0.045 0.001 0.079
H -3.4802 -4.0888 -0.2150 -0.045 -0.061 0.024
C -1.9281 -1.1765 -1.2579 -0.176 -0.118 -0.074
H -1.4738 -0.8473 -2.1889 0.007 0.019 -0.050
H -1.1672 -1.1474 -0.4811 0.075 -0.007 0.073
H -2.7060 -0.4609 -0.9974 -0.123 0.107 0.080
H 1.5580 -3.2607 -2.2025 0.048 0.003 0.095
H 2.2179 -3.4694 -0.5573 -0.074 0.040 -0.158
H -1.5422 0.2097 1.2601 -0.042 -0.113 -0.097
H -2.5491 0.9903 3.3806 -0.091 -0.042 0.025
H -1.3487 2.6648 4.7495 -0.036 0.030 0.079
H 0.7805 3.5749 3.9940 0.076 0.062 0.022
H 3.6527 4.0350 1.8636 -0.047 0.020 0.081
H 3.0431 3.3938 3.4081 -0.025 0.014 -0.030
```
Forces are in eV/Å.

Results
**Molar mass**: 374.53 g mol⁻¹
**SMILES**: COc1ccccc1N(CC(=O)NCCSC(C)(C)C)S(C)(=O)=O
**LUMO level**: 0.0147 Ha
**Energy relative to the best compared isomer or geometry (same formula, charge and spin)**: 0.0 kcal/mol

=====

[3]
ORCA calculation (wB97M-V/def2-TZVPD) on a 3-piece molecular cluster, C16H26N3O8 overall at a distorted geometry.

Geometry as XYZ:
```
53
Properties=species:S:1:pos:R:3:forces:R:3
C -2.2175 4.3602 -0.5498 -0.164 0.717 -0.762
N -1.8847 3.7971 -1.8721 -0.032 -0.259 1.190
C -1.2957 2.4528 -1.8033 -0.369 0.024 -1.465
C -0.0236 2.2707 -2.7485 -0.927 0.347 0.363
C 1.1729 2.9851 -2.0152 0.930 0.178 0.007
C 2.1191 3.7862 -2.9309 -0.382 0.689 0.168
N 3.1081 3.3044 -3.5765 -0.399 0.270 0.374
N 0.1349 0.8180 -2.9383 0.439 -0.156 0.936
C 0.2294 0.0526 -1.6946 0.669 -0.920 -0.854
C -1.0297 -0.7964 -1.3456 -0.101 0.858 1.055
O -1.3775 -0.8467 -0.1834 0.150 -0.429 -0.350
O -1.7741 -1.4720 -2.2496 0.790 0.486 -0.396
C -0.2999 2.8680 -4.1997 -0.596 -0.805 -3.163
O -0.5011 4.0763 -4.3934 0.445 0.705 1.671
O -0.3388 2.0514 -5.1910 0.438 -0.152 2.139
H -2.4241 3.5745 0.2155 0.116 0.636 -0.288
H -1.3934 5.0547 -0.2365 -0.581 -0.759 0.142
H -3.1155 5.0158 -0.6833 0.587 -0.558 0.346
H -2.6893 3.8246 -2.4909 0.487 -0.058 0.105
H -2.0565 1.7252 -2.1973 0.646 0.202 0.585
H -1.0458 2.2341 -0.7388 -0.101 -0.055 -0.764
H 1.8174 2.2482 -1.4637 -0.594 0.349 -0.562
H 0.7851 3.6763 -1.2241 0.178 -0.373 -0.813
H 1.9235 4.8866 -3.0137 -0.265 -0.903 0.186
H 3.5211 4.0986 -4.0814 0.056 -0.511 -0.011
H 0.9434 0.6410 -3.5329 -0.461 0.175 -0.004
H 1.0743 -0.6763 -1.8314 -0.720 0.349 0.323
H 0.4831 0.6412 -0.7868 -0.362 -0.390 -0.479
H -1.5086 -1.2493 -3.1622 0.174 0.264 0.325
O -2.4130 0.1912 4.1315 -0.264 -0.260 0.360
C -2.2515 -0.9885 4.0244 0.428 0.498 -0.216
O -2.7134 -1.8989 4.9331 -0.063 0.113 -0.051
C -2.2603 -3.2108 4.5703 -0.002 -0.221 0.042
C -1.9522 -3.1266 3.0888 0.112 -0.356 -0.304
C -1.4904 -1.6936 2.9255 -0.454 -0.200 -0.374
H -1.3749 -3.4512 5.1664 -0.009 0.030 0.001
H -3.0397 -3.9405 4.7886 -0.042 0.173 0.161
H -1.2175 -3.8630 2.7607 -0.053 -0.037 0.071
H -2.8665 -3.2838 2.5118 0.058 -0.022 0.019
H -0.4189 -1.5865 3.1097 -0.023 0.153 -0.043
H -1.7527 -1.2945 1.9384 0.340 0.150 0.360
O 3.9376 -1.1336 0.4845 -0.105 -0.301 -0.343
C 3.2825 -2.0518 0.8786 0.091 0.626 0.167
O 2.5310 -2.8548 0.0769 0.372 0.219 -0.129
C 1.7839 -3.7739 0.8709 -0.343 -0.293 0.182
C 2.5307 -3.8608 2.1917 -0.051 -0.168 0.333
C 3.1172 -2.4653 2.3226 -0.049 -0.602 0.074
H 0.7699 -3.3790 0.9834 0.017 -0.014 0.029
H 1.7326 -4.7411 0.3718 0.021 0.168 -0.206
H 1.8960 -4.1510 3.0295 -0.045 -0.014 -0.089
H 3.3375 -4.5939 2.1117 -0.058 0.014 -0.005
H 2.4221 -1.7777 2.8084 0.120 0.093 -0.015
H 4.0737 -2.4732 2.8405 -0.050 0.330 -0.027
```
Forces are in eV/Å.

Results
**Molar mass**: 388.40 g mol⁻¹
**LUMO level**: 0.0720 Ha
**Total charge**: -1

=====

[4]
ORCA calculation (wB97M-V/def2-TZVPD) on one molecule with the formula C16H26N4O2 at a distorted geometry.

Geometry as XYZ:
```
48
Properties=species:S:1:pos:R:3:forces:R:3
O 1.8172 1.7892 2.0974 -0.811 -0.540 -2.118
N -2.1105 0.6621 -3.0236 0.621 1.044 -2.095
N -2.6186 0.1548 -0.8561 0.469 1.018 2.470
O -3.2262 -0.3198 -4.7768 -0.880 -0.843 1.278
C 1.5025 0.7685 1.4058 2.702 4.016 4.703
C -1.8836 0.8170 -1.7310 -0.714 -1.609 -0.191
C -3.0596 -0.1503 -3.4592 2.117 1.230 0.784
C -3.5951 -0.6046 -1.2544 0.240 -2.446 1.811
C -3.7951 -0.8642 -2.5594 -1.889 -0.835 -2.771
N -0.8225 1.5198 -1.2851 -0.035 0.707 -1.058
N 1.6114 -0.3425 2.1043 0.402 -2.434 -1.139
C -2.4025 0.2944 -5.6873 2.458 0.329 -1.506
C -4.4132 -1.3685 -0.2032 1.047 -1.108 0.482
C 3.3748 -2.5454 3.1301 -2.970 2.915 -2.163
C 2.7432 -1.7446 5.5081 1.350 0.589 -0.115
C -0.1176 2.4482 -2.2254 1.931 -0.025 1.055
C -0.2825 1.3273 0.0652 -2.146 -2.083 -1.570
C 1.9791 -0.4337 3.5076 -1.586 0.230 1.365
C 1.4357 2.0467 -2.2224 -2.215 1.771 0.760
C 1.9487 1.8409 -0.7591 0.829 -0.803 -2.572
C 1.0841 0.8733 0.0156 2.307 -1.694 -1.460
C 2.3188 -1.8653 4.0483 0.032 1.014 -0.635
H -4.5187 -1.5048 -3.0565 -0.238 -0.224 0.859
H 1.2572 -1.1431 1.6405 -0.068 -1.163 -0.065
H -1.4935 -0.3501 -6.0543 -1.764 1.002 0.859
H -2.0442 1.2952 -5.4487 0.286 -0.236 0.886
H -3.0509 0.5346 -6.4842 -0.549 -0.332 -1.491
H -4.1640 -2.4500 0.2163 0.161 2.119 -1.590
H -5.3564 -1.4113 -0.6702 -1.547 -0.402 -0.042
H -4.4642 -0.7864 0.6923 -0.160 0.590 0.482
H 3.9113 -1.7614 2.5235 -0.400 -0.794 0.662
H 2.8638 -3.2068 2.4307 0.263 -0.140 -0.045
H 4.0161 -3.0374 3.7115 2.762 -2.240 2.030
H 2.9404 -2.6680 6.0530 -0.150 -0.186 -0.371
H 3.6170 -1.1011 5.6560 0.487 -0.312 -0.485
H 2.0632 -1.1678 6.0724 -1.486 0.328 0.616
H -0.1570 3.4724 -1.7802 -0.254 -0.577 -0.400
H -0.4983 2.4686 -3.2763 -0.096 -0.362 1.303
H -0.7403 0.5368 0.6722 -1.173 0.391 -0.789
H -0.3474 2.1728 0.6213 -0.230 2.893 1.570
H 0.9962 -0.1435 3.9714 1.194 0.158 0.515
H 2.7679 0.2910 3.8113 -0.610 -0.407 -0.672
H 1.5178 1.2045 -2.8332 0.140 -2.016 -0.514
H 1.9656 2.7789 -2.8478 0.151 0.320 0.817
H 1.9602 2.7543 -0.2187 0.287 0.922 0.420
H 2.9644 1.4516 -0.9459 -0.141 0.223 0.837
H 1.1450 -0.1539 -0.4117 -0.171 0.546 -0.142
H 1.3604 -2.3786 4.1157 0.048 -0.544 -0.565
```
Forces are in eV/Å.

Results
**Molar mass**: 306.41 g mol⁻¹
**SMILES**: COc1cc(C)nc(N2CCC[C@@H](C(=O)NCC(C)C)C2)n1
**LUMO level**: 0.0249 Ha
**Energy relative to the best compared isomer or geometry (same formula, charge and spin)**: 65.2 kcal/mol